23
Properties=species:S:1:pos:R:3:forces:R:3:lowdin_charge:R:1 method="wB97M-V/def2-TZVPD" total_energy_ha=-1779.62082 charge=+1 de_lowest_kcal_mol=76.2 fmax_ha_per_bohr=0.1145 e_lumo_ev=-4.48 molar_mass_g_mol=231.534 homo_lumo_gap_ev=8.4
C -1.1899 -1.3840 -1.8596 -5.6450 1.5497 -0.6277 -0.11
C 0.1714 -1.1512 -2.0638 3.2470 -1.1348 -0.2652 -0.09
C 1.5262 -0.0410 2.0650 0.8918 0.1329 1.5284 -0.06
C 2.0463 0.3170 0.7144 0.0038 0.9126 0.1061 -0.04
C -0.1891 -0.9704 0.4746 1.2053 -0.0151 -0.8319 -0.40
C -0.4626 2.4056 -1.0384 1.3835 0.9350 0.7338 -1.05
N -0.4171 -0.8270 -0.8085 -0.5764 0.4192 -0.2651 0.02
N -1.0029 -1.5253 1.3566 -1.1066 0.4304 -0.0822 0.24
N 0.9879 -0.6032 0.8937 0.3450 -0.1277 0.2225 0.01
Cl 0.3623 3.8977 -1.4178 -0.5573 -0.7999 0.0137 0.54
Cl -1.5005 1.8952 2.2014 -0.1970 -0.4784 0.8103 0.40
Cl -1.7079 2.1002 -2.0730 -0.8019 0.0788 -0.8799 0.65
H -1.9325 -0.5813 -2.3827 1.4554 -2.4649 1.5011 0.14
H -1.4995 -2.4057 -1.6742 -0.4104 0.0464 -0.5051 0.13
H 0.7206 -2.0892 -2.1621 0.5667 0.5204 0.3062 0.15
H 0.4866 -0.3279 -2.6298 0.5355 0.9031 -0.8329 0.11
H 2.1245 -0.5480 2.8254 -0.2092 -0.6416 -0.6404 0.13
H 0.8679 0.6804 2.5250 0.0789 0.4625 -0.0558 0.06
H 2.0570 1.3508 0.4466 -1.4355 0.6378 -0.4689 0.11
H 2.8486 -0.1171 0.2157 1.8119 -1.1167 0.0619 0.10
H -1.9084 -1.7360 0.9416 -0.0162 0.0580 0.8636 0.14
H -0.9325 -1.0109 2.2370 -0.6948 -0.7377 -0.0292 0.11
H -1.4564 2.6713 1.2130 0.1256 0.4299 -0.6634 -0.28

***

23
Properties=species:S:1:pos:R:3:forces:R:3:lowdin_charge:R:1 method="wB97M-V/def2-TZVPD" s_squared=30.4279 total_energy_ha=-2895.21632 charge=-2 de_lowest_kcal_mol=198.6 spin_multiplicity=11 fmax_ha_per_bohr=0.2923 e_lumo_ev="4.26 / 5.22" molar_mass_g_mol=378.066 homo_lumo_gap_ev="1.6 / 6.3"
Dy -1.1657 -1.3605 -1.0776 -5.7478 -9.5027 -2.5594 -0.11
Cl -0.3792 0.4706 -1.1761 4.0104 13.9984 -3.7264 0.47
C -3.0956 -1.0128 -0.8251 -7.3114 1.0319 1.1023 -0.40
C -0.3547 -2.1896 -2.6789 2.9687 -3.2461 -5.8529 -0.40
H -3.7123 -1.8279 -1.2622 0.0570 0.2433 0.1195 -0.02
H -3.3680 -0.9407 0.2490 -0.1243 -0.0011 -0.3008 -0.01
H -3.4147 -0.0679 -1.3125 0.0401 -0.2744 0.1489 -0.01
H -0.9985 -3.0010 -3.0828 0.1861 0.2015 0.0567 -0.02
H 0.6359 -2.6407 -2.4595 -0.2339 0.0683 -0.1854 -0.01
H -0.2091 -1.4543 -3.4980 -0.0256 -0.2857 0.1800 -0.02
Mn 0.3741 0.0339 0.7153 2.3840 1.4308 2.4407 0.20
C 2.4212 0.2188 0.9849 0.6661 -1.1345 0.6156 -0.27
C -0.2609 -1.8214 0.4505 4.0426 -3.1771 7.6153 -0.55
H 2.8530 -0.7917 1.1565 0.1464 0.5290 -0.0928 -0.04
H 2.8974 0.6720 0.0895 -0.3214 -0.1666 0.3976 -0.03
H 2.6213 0.8579 1.8726 0.0677 -0.3922 -0.5252 -0.04
H 0.4819 -2.6403 0.3289 -0.2921 0.2054 0.0889 0.01
H -0.9588 -2.0238 1.2927 0.0476 -0.2440 -0.0841 0.00
N 0.5441 1.9777 1.0385 -0.7405 0.6532 0.2632 -0.01
C 0.6638 3.1051 1.2730 1.0103 3.5159 1.8187 -0.29
N 0.8157 4.4505 1.5674 0.5746 -1.8165 0.7946 -0.02
C 1.5133 4.8339 2.7030 -1.5489 -2.1514 -2.5831 -0.46
N 2.0958 5.1523 3.6509 0.1443 0.5147 0.2683 0.02

***

22
Properties=species:S:1:pos:R:3:forces:R:3:lowdin_charge:R:1 method="wB97M-V/def2-TZVPD" total_energy_ha=-934.65552 charge=+1 de_lowest_kcal_mol=6.6 fmax_ha_per_bohr=0.0805 e_lumo_ev=-3.18 molar_mass_g_mol=176.627 homo_lumo_gap_ev=9.8
C -0.6843 0.3362 -1.2557 0.5297 -0.0785 1.6721 -0.27
C -0.5756 1.3818 0.8559 1.1155 0.6618 2.0903 -0.14
C 0.6215 0.8133 1.1378 -0.8145 0.9703 -1.1053 -0.08
C -1.9916 -1.4973 -0.0483 -1.7548 -0.9587 1.2804 -0.11
C 1.4422 0.2205 0.0366 -2.3447 -1.3163 -0.7174 -0.74
C 2.8803 0.6552 -0.0534 0.1104 1.1921 -0.3609 -0.05
N 0.6880 0.2386 -1.1926 2.3567 1.1905 -0.2376 0.03
N -1.2774 -1.0370 -1.0391 -1.6600 1.6299 3.4257 0.16
N -2.4951 -0.9098 1.0378 1.0958 -0.5575 -1.9093 0.22
O -1.1794 1.3257 -0.3449 -0.6623 -1.5452 -2.1635 0.01
Cl 1.4050 -1.6108 0.5443 0.6204 -0.3151 0.3057 0.58
H -1.0289 0.5265 -2.2263 -0.3064 0.9982 -1.3145 0.16
H -1.2208 2.0334 1.5170 1.1164 -1.0128 -0.3964 0.17
H 1.1279 0.7388 2.0793 -0.4013 0.4910 0.5639 0.12
H -2.3265 -2.5281 -0.0727 0.2251 -0.1499 -0.7266 0.16
H 3.0687 1.5051 -0.7601 -0.6666 -0.6092 0.5269 0.11
H 3.5016 -0.1599 -0.4037 0.2141 -0.1243 0.3672 0.08
H 3.1260 1.0448 0.9422 0.5220 -0.4892 -0.2727 0.10
H 1.2256 0.0320 -2.0226 -0.3137 0.1172 -0.0022 0.16
H -1.1757 -1.6797 -1.7503 0.7009 -1.4093 -1.9005 0.13
H -3.0723 -1.3446 1.7247 -0.1284 -0.7406 0.0157 0.14
H -2.0593 -0.0846 1.2940 0.4456 2.0554 0.8590 0.05

***

24
Properties=species:S:1:pos:R:3:forces:R:3:lowdin_charge:R:1 method="wB97M-V/def2-TZVPD" total_energy_ha=-1064.22394 charge=+2 de_lowest_kcal_mol=23.6 fmax_ha_per_bohr=0.0929 e_lumo_ev=-8.69 molar_mass_g_mol=206.633 homo_lumo_gap_ev=8.9
C -2.3363 0.4893 -0.0008 -0.7776 -1.2479 1.4632 -0.20
C -0.5690 -1.1335 -0.5861 1.4641 0.8110 0.2256 -0.09
C 1.8755 -0.0609 -0.1711 2.6714 -2.8350 1.0583 -0.55
C -1.4559 1.4833 0.7196 -0.2730 -0.1995 0.2545 -0.06
C 0.5770 0.6000 -0.2185 -2.9396 -1.1987 -0.6350 -0.62
C 4.0191 0.0869 0.7498 1.8423 -1.4320 -4.1665 0.02
N -0.0491 1.1611 0.8387 1.6082 -1.2501 1.8517 0.04
N -1.8832 -0.7007 -0.4400 0.6827 -1.0378 -0.9060 0.15
N -3.6671 0.5636 -0.0206 0.5096 1.9519 -0.8994 0.26
N -0.3291 -2.3483 -0.9919 -0.6867 -2.4850 -0.5397 0.20
O 2.0442 -1.2042 -0.5658 -0.1329 1.6368 0.1399 0.11
O 2.7628 0.6728 0.4446 -1.5278 0.5563 0.3460 0.01
Cl 0.3650 1.3406 -1.7249 -0.3803 0.7157 -1.1043 0.95
H -1.4516 2.3233 0.0973 -0.5031 1.7578 -1.0962 0.12
H -1.9851 1.8125 1.6369 0.7283 -0.4411 -0.1886 0.18
H 4.3593 0.4753 1.6446 0.6556 1.0383 1.6033 0.08
H 4.6818 0.3841 -0.1848 -0.8859 -0.7051 2.2624 0.17
H 3.9693 -1.0249 0.7914 -0.1577 0.8891 -0.0349 0.12
H 0.4557 0.9697 1.7536 -1.4311 0.3676 -1.2504 0.22
H -2.5859 -1.3451 -0.7816 -0.4104 -0.1268 0.0078 0.17
H -4.2248 1.4378 0.1063 1.0096 -0.7477 0.4028 0.19
H -4.0884 0.0145 -0.7531 -0.5066 -0.4827 0.0562 0.15
H 0.5995 -2.9182 -1.0842 -1.4467 2.6220 0.4566 0.20
H -1.0840 -3.0788 -1.2595 0.8876 1.8429 0.6927 0.19

***

21
Properties=species:S:1:pos:R:3:forces:R:3:lowdin_charge:R:1 method="wB97M-V/def2-TZVPD" total_energy_ha=-900.27855 charge=+1 de_lowest_kcal_mol=36.4 fmax_ha_per_bohr=0.0981 e_lumo_ev=-4.12 molar_mass_g_mol=164.612 homo_lumo_gap_ev=8.9
C -2.7586 0.6005 0.3327 4.6417 0.0347 -0.0375 -0.70
C -0.4718 -0.4783 -1.5635 -1.9924 -1.5355 -1.7555 -0.17
C 0.7906 0.9001 -0.3237 2.1926 0.5245 1.3251 -0.32
C -0.9324 -0.7102 -0.1756 -4.0214 -0.6216 2.9814 -0.17
C 1.0602 2.3541 0.1054 1.7111 -1.3438 -1.5156 0.03
C -1.3898 -2.1703 0.4125 1.9056 3.5508 -2.9174 0.03
N -0.0530 0.1528 0.7209 0.2431 -2.6457 -0.6856 0.13
O -2.2932 1.5430 0.8986 -1.3256 -0.8943 -0.2266 0.02
O 0.1121 0.7812 -1.4959 0.3702 0.3845 -0.8058 -0.02
Cl -4.2890 0.2538 -0.1711 -0.8095 -0.2850 -0.2826 0.84
H 0.1004 -1.3821 -1.8841 0.8795 0.8777 0.2391 0.15
H -1.2854 -0.5186 -2.4090 1.0892 0.5592 1.9214 0.19
H 1.7398 0.2547 -0.2748 -0.9989 1.0257 -0.4884 0.19
H 1.4567 2.3106 1.0905 0.1222 0.2689 1.0201 0.08
H 0.2497 3.0013 -0.0143 -1.6870 0.6391 0.2039 0.07
H 1.8475 2.8288 -0.5130 -0.2266 -0.6806 0.1410 0.11
H -2.3722 -2.2801 0.0150 -0.5613 -0.7226 -0.3481 0.06
H -1.4429 -1.9939 1.4330 -0.0160 -0.3950 2.0558 0.05
H -0.6276 -2.8587 0.0569 -0.3473 -0.5394 0.3407 0.09
H 0.5043 -0.3718 1.4293 0.1406 -0.1339 -1.2219 0.20
H -0.6337 0.6381 1.3649 -1.3098 1.9324 0.0562 0.12

***

23
Properties=species:S:1:pos:R:3:forces:R:3:lowdin_charge:R:1 method="wB97M-V/def2-TZVPD" total_energy_ha=-1317.15533 de_lowest_kcal_mol=75.4 fmax_ha_per_bohr=0.0967 e_lumo_ev="-3.52 / -3.52" molar_mass_g_mol=211.585 homo_lumo_gap_ev="5.9 / 5.9"
C 3.9127 -1.6072 0.3479 -0.6740 -0.6186 0.0214 -0.28
C -1.2514 -1.6634 -1.1401 -1.3279 -0.7988 -0.7721 -0.11
C -0.4142 2.2056 -0.3133 -1.3523 -1.7660 1.0915 -0.15
C 0.0495 -1.7841 -0.3022 1.2357 1.1921 -3.0089 -0.21
C 0.0615 1.6096 0.9675 0.0164 -3.0767 0.8142 -0.26
C 4.2733 -0.3091 0.4563 0.2399 3.7834 -0.4539 -0.45
N 3.6748 -2.7164 0.4168 -0.2988 -2.0496 -0.1728 0.29
O 1.8635 -0.3550 1.7542 0.4879 -0.2945 0.6064 -0.32
O 0.9230 -0.5942 -0.5957 -1.0723 -0.5175 0.5847 -0.27
O 2.4666 1.2077 -0.1441 3.8753 1.2928 -1.5537 -0.24
P 1.4571 0.4172 0.5556 -4.2781 -1.8586 1.7285 0.25
Cl 5.4979 0.2655 -0.5302 -0.4524 -0.1023 0.2976 0.86
H -1.1942 -1.7076 -2.2556 1.0793 0.7217 0.7110 0.07
H -1.8019 -2.6494 -1.0997 0.1452 0.9814 0.9634 0.08
H -1.9592 -0.7850 -0.9275 1.1778 -1.3822 0.1886 0.09
H 0.1918 2.8479 -0.8333 1.7974 1.6036 -0.8628 0.05
H -0.6390 1.3716 -0.9545 -0.3780 -0.1570 -0.5648 0.06
H -1.2990 2.6682 -0.0079 -1.7112 1.1691 -0.3816 0.05
H 0.7346 -2.5782 -0.7432 -1.3484 0.3821 1.0824 0.13
H -0.1573 -1.8524 0.7487 0.1638 -0.2329 0.4582 0.10
H -0.8289 1.0979 1.5828 1.9920 0.7204 -1.5684 0.14
H 0.5135 2.2416 1.6838 0.4500 1.1511 0.6226 0.06
H 3.9396 0.2756 1.3057 0.2328 -0.1430 0.1684 0.09

***

19
Properties=species:S:1:pos:R:3:forces:R:3:lowdin_charge:R:1 method="wB97M-V/def2-TZVPD" total_energy_ha=-770.45725 de_lowest_kcal_mol=120.6 fmax_ha_per_bohr=0.0600 e_lumo_ev="0.73 / 0.63" molar_mass_g_mol=134.606 homo_lumo_gap_ev="8.3 / 7.7"
C -0.0293 2.9733 -0.3048 -0.1173 -1.4937 -0.2136 -0.04
C 0.6295 1.8593 -0.4466 0.7127 -1.9522 0.5797 -0.14
C 1.8752 1.0369 -0.6586 1.4648 1.0808 -0.4354 -0.14
C -0.6795 -2.7999 0.0968 0.4131 0.1962 0.5250 -0.10
C -0.2324 -1.4248 0.4791 -0.2573 3.0538 0.3433 -0.27
C -1.0971 -0.1896 0.2180 0.4020 0.6135 -0.7141 -0.76
O -1.7407 0.4736 1.2047 -1.5708 -0.4583 -0.7539 -0.05
Cl -2.0581 -0.0272 -1.2111 0.0654 -0.5700 -0.2167 0.68
H -1.0768 2.9591 -0.0462 -0.3040 -0.0067 0.1244 0.05
H 0.3901 3.8901 -0.5743 0.7093 1.6901 -0.2180 0.03
H 2.9647 1.5623 -0.5082 -2.6612 -0.8665 -0.0328 0.12
H 1.8186 0.1484 0.0175 0.4493 0.8430 -0.5817 0.04
H 1.9346 0.6767 -1.7242 -0.3120 0.1753 1.0225 0.08
H -1.7064 -2.9886 0.3472 -0.3838 -0.3066 0.1978 0.08
H 0.0162 -3.3931 0.6619 -0.1204 -1.0175 0.2633 0.07
H -0.4873 -3.0178 -0.9332 -0.1474 0.0512 -0.6913 0.07
H 0.6480 -1.1366 -0.1009 0.3038 -0.6690 0.2994 0.07
H -0.0018 -1.2662 1.5723 0.0353 -0.6963 -0.9568 0.14
H -1.1673 0.6638 1.9107 1.3186 0.3329 1.4590 0.08

***

22
Properties=species:S:1:pos:R:3:forces:R:3:lowdin_charge:R:1 method="wB97M-V/def2-TZVPD" total_energy_ha=-899.57677 de_lowest_kcal_mol=0.0 fmax_ha_per_bohr=0.0232 e_lumo_ev=0.78 molar_mass_g_mol=184.233 homo_lumo_gap_ev=10.3
C 2.8209 -0.5456 0.1581 0.4324 -0.4920 0.2189 -0.35
C 2.1154 0.4909 -0.2574 -0.5114 0.1165 0.3407 -0.21
C -1.6902 -2.4778 -1.0140 0.0331 0.3728 0.1641 -0.07
C -0.2621 2.3747 -0.7570 0.1825 -0.6978 0.2810 -0.14
C 0.0721 0.9371 2.0292 -0.1246 -0.1977 -0.7710 -0.14
C -1.6710 -1.0972 -0.3786 -0.2636 -0.1053 0.0124 -0.30
O -0.3728 -0.5620 -0.4758 -0.0499 -0.3740 -0.2326 -0.21
F 2.2954 -1.5129 0.9041 0.0503 0.2118 -0.1620 0.12
F 4.1075 -0.7986 -0.0663 -0.5613 0.2600 -0.0310 0.14
F 2.7546 1.4313 -0.9871 0.3230 0.2524 -0.2731 0.02
Si 0.2751 0.7894 0.1420 0.6566 0.8919 0.4387 0.53
H -1.4063 -2.4088 -2.0605 0.0103 -0.0144 -0.1067 0.08
H -0.9825 -3.1265 -0.5054 0.0503 -0.0960 0.0442 0.08
H -2.6858 -2.9062 -0.9414 -0.1127 -0.0928 -0.0118 0.07
H -1.3043 2.6111 -0.5607 -0.1829 -0.0205 0.0940 0.03
H 0.3306 3.2301 -0.4495 0.1594 0.1082 0.1430 0.03
H -0.1455 2.2693 -1.8324 0.0513 -0.0933 -0.1358 0.03
H -0.9632 1.1227 2.3023 -0.2113 0.0369 0.0252 0.03
H 0.3823 0.0197 2.5226 0.0719 -0.1625 0.0049 0.03
H 0.6647 1.7479 2.4410 0.1482 0.1843 -0.0731 0.03
H -1.9599 -1.1586 0.6762 -0.0916 -0.0219 -0.0149 0.11
H -2.3748 -0.4299 -0.8893 -0.0600 -0.0664 0.0450 0.12

***

19
Properties=species:S:1:pos:R:3:forces:R:3:lowdin_charge:R:1 method="wB97M-V/def2-TZVPD" total_energy_ha=-733.24160 de_lowest_kcal_mol=0.0 fmax_ha_per_bohr=0.0389 e_lumo_ev=0.84 molar_mass_g_mol=134.219 homo_lumo_gap_ev=9.7
C 1.3318 -1.4641 -0.1518 0.6604 0.2513 0.3133 -0.08
C 0.0482 -0.7662 0.3379 -0.6651 0.1175 0.4210 -0.41
C -1.1502 -1.1954 -0.5147 0.1766 -0.5145 -0.4336 -0.08
C 0.0708 0.7892 0.3998 0.0190 -0.5754 -0.0254 -0.73
C 0.2748 1.4739 -0.9505 -1.8541 -0.6968 0.2646 -0.21
C -0.7999 1.4909 1.4008 0.6462 0.4197 -0.2115 -0.34
H 2.2096 -1.0276 0.3609 -0.3552 -0.1259 -0.2028 0.08
H 1.3334 -2.5351 0.1280 -0.2415 0.4766 -0.2539 0.08
H 1.5280 -1.3678 -1.2362 -0.3413 -0.0453 0.5287 0.08
H -0.1431 -1.1455 1.3679 0.2019 0.5321 -0.4466 0.14
H -2.0894 -0.6679 -0.3021 0.2911 -0.0209 0.1316 0.08
H -1.3181 -2.2740 -0.3476 -0.0321 0.4041 -0.2951 0.09
H -0.8950 -1.0298 -1.5778 -0.3037 -0.2589 0.3489 0.08
H 0.2388 2.5634 -0.8551 0.0265 -0.1491 -0.0260 0.12
H -0.5793 1.1160 -1.6560 1.6712 0.6157 0.8098 0.15
H -1.1764 2.4883 1.1095 0.0859 -0.7038 0.2252 0.08
H -1.4097 0.9404 2.1261 0.2637 0.0658 -0.5007 0.08
F 1.5127 1.0976 -1.4013 0.1889 0.0960 -0.6878 -0.03
S 1.0129 1.5139 1.7621 -0.4384 0.1116 0.0401 0.85

***

19
Properties=species:S:1:pos:R:3:forces:R:3:lowdin_charge:R:1 method="wB97M-V/def2-TZVPD" total_energy_ha=-733.22202 de_lowest_kcal_mol=12.3 fmax_ha_per_bohr=0.0536 e_lumo_ev=0.81 molar_mass_g_mol=134.219 homo_lumo_gap_ev=10.1
C 1.9454 -1.6094 -0.1120 0.2585 0.7746 -0.3441 -0.09
C 0.5795 -0.9612 -0.4650 -1.3395 -2.3446 0.5582 -0.21
C -0.0658 -0.0203 0.5322 1.3801 0.3597 0.7231 -0.27
C -1.5334 0.4470 0.3729 -0.0265 0.5813 0.2990 -0.63
C -1.0351 1.6847 -0.3711 1.4707 0.1085 -0.1359 -0.14
C 0.3830 1.4830 0.2632 -0.4569 -1.0728 -0.9380 -0.21
H 2.3134 -2.2892 -0.9013 -0.3826 0.3669 0.2255 0.08
H 2.7173 -0.8477 0.0315 -0.0862 0.1947 -0.3395 0.07
H 2.0109 -2.1482 0.8208 -0.6750 -0.3867 0.3583 0.06
H -0.1840 -1.7838 -0.7045 1.0214 0.9503 0.3547 0.13
H 0.6503 -0.3853 -1.3424 0.4211 0.3345 -1.4609 0.08
H 0.1439 -0.2862 1.5665 0.0399 -0.4351 0.0508 0.13
H -1.7963 0.8128 1.3869 -0.3420 -0.4306 -0.5808 0.11
H -2.8846 -1.5278 0.3757 -0.1508 0.4702 -0.3424 -0.13
H -0.8852 1.5580 -1.4615 -0.4848 0.1089 0.5412 0.13
H -1.5163 2.5867 -0.0783 -0.5090 0.8970 -0.3638 0.09
H 0.6602 2.0625 1.1417 -0.2298 0.0220 -0.0502 0.14
F 1.4639 1.6327 -0.6553 -0.9661 -0.0707 0.7582 -0.05
S -2.9669 -0.4085 -0.4000 1.0574 -0.4281 0.6866 0.72